This record from the Open Molecules 2025 dataset describes a gas-phase ion, C6H11N2 (charge +1). The level of theory is ωB97M-V/def2-TZVPD.

Last column: Mulliken charge in e.
CARTESIAN COORDINATES (ANGSTROEM)
C -1.21767 -2.31411 -1.39764  -1.1695
C -0.12347 -2.09307 -0.37109  -0.3321
C 0.89369 -0.99460 -0.73117  -0.7161
C 0.45811 0.16610 0.06743  0.2410
C 0.75661 0.59352 1.36683  -0.4030
N 0.18312 1.88317 1.57468  -0.0732
C -0.40967 2.27342 0.41333  -0.2372
N -0.28244 1.24947 -0.46498  -0.0704
H -2.31248 -2.25259 -1.15270  0.3185
H -0.97499 -1.90309 -2.39479  0.3042
H -1.17633 -3.41563 -1.70812  0.3100
H 0.57670 -3.04860 -0.29539  0.3246
H -0.59073 -2.03449 0.60580  0.3368
H 0.94741 -0.56693 -1.76572  0.4192
H 1.86618 -1.39259 -0.46968  0.3163
H 1.35408 0.20620 2.19505  0.4066
H 0.55996 2.42948 2.34975  0.3017
H -1.12237 3.01733 0.29166  0.3928
H -0.57781 1.24498 -1.50990  0.3300

Cartesian forces, eV/Å:
C -0.720 -2.883 -1.918
C 1.345 -2.989 -0.913
C -1.016 0.867 0.319
C 0.962 3.130 2.297
C -0.615 0.895 -0.717
N 0.815 -1.602 -1.924
C 1.028 -2.951 0.817
N 0.184 -0.459 -1.413
H 1.236 0.762 0.136
H -0.379 0.510 0.594
H -0.067 1.162 0.581
H -1.803 1.599 -0.204
H 0.411 0.588 0.297
H -0.265 -1.256 0.433
H 0.305 0.641 0.168
H -0.248 -0.210 -0.689
H -0.909 0.246 -0.339
H -0.640 1.674 -0.207
H 0.375 0.276 2.679

Properties
- Multiplicity: 1
- SMILES string: CCCc1c[nH]c[nH+]1
- Charge: +1

This record from the Open Molecules 2025 dataset describes 9 unconnected molecules or ions with the total composition C38H56N9O2. The level of theory is ωB97M-V/def2-TZVPD.

Last column: Mulliken charge in e.
CARTESIAN COORDINATES (ANGSTROEM)
C 3.37792 0.91638 2.10860  -0.3755
O 2.25013 0.18072 2.38273  -0.1110
C 1.56460 -0.24236 1.25284  -0.2349
C 0.39078 -1.18050 1.57911  -0.7639
N -0.52502 -1.64892 0.54251  1.7129
H -0.03125 -2.26648 -0.27630  -0.5761
H -1.24956 -2.29758 0.70490  -0.1009
C -1.01656 -0.63737 -0.50618  0.0970
C -1.81278 0.36728 0.06830  -1.1563
O -2.25949 1.11348 -1.03012  0.1982
C -3.14935 2.13737 -0.69846  -0.7440
H 4.07145 0.51007 1.29399  -0.0505
H 4.20857 0.98626 2.89036  0.3071
H 3.14718 1.96701 1.82308  0.2130
H 2.29382 -1.02694 0.83050  0.1725
H 1.24868 0.60858 0.82929  -0.0286
H -0.20417 -0.76114 2.55209  0.0334
H 0.81655 -2.08840 2.14479  0.4421
H -1.56882 -1.39088 -1.20700  0.3753
H -0.18802 -0.28979 -1.04504  -0.2959
H -1.31103 0.94512 0.73360  0.8669
H -2.65304 0.04521 0.60249  0.3193
H -4.22195 1.84527 -0.39356  0.2695
H -3.41445 2.83436 -1.53834  0.1234
H -2.70208 2.81831 0.06985  0.3137
N 1.61212 -2.31338 6.32838  0.0078
C 1.33311 -1.92891 7.56233  -0.5050
C 1.31172 -0.49833 7.55317  -0.7093
C 1.40016 0.06737 6.23963  -0.4332
C 1.59687 -1.14943 5.44491  -0.6459
H 1.67806 -3.26103 6.00065  0.2131
H 1.49300 -2.63278 8.24864  0.4890
H 1.51393 0.08563 8.41980  0.3385
H 1.41266 1.05246 5.92276  0.6259
H 1.83625 -1.31232 4.41245  0.6262
N -0.51417 -4.60335 -1.32644  0.1709
C 0.13354 -5.00258 -0.16334  -0.4142
C 1.27221 -4.27830 -0.13279  -0.5071
C 1.24661 -3.32707 -1.33796  -0.3529
C 0.08069 -3.59083 -1.99354  -0.9388
H -1.27446 -5.04949 -1.72841  0.1955
H -0.25566 -5.89598 0.37426  0.4609
H 1.95628 -4.47394 0.64203  0.5809
H 2.14356 -2.70176 -1.58274  0.3352
H -0.23911 -3.22164 -2.95248  0.4957
N -2.22506 2.65406 -6.65931  -0.0698
C -2.93831 3.71720 -6.07954  -0.4818
C -3.26609 3.43681 -4.72535  -0.7390
C -2.52943 2.19805 -4.53404  0.7788
C -1.74986 1.80839 -5.58209  -0.8497
H -2.08645 2.46895 -7.65779  0.2344
H -3.07832 4.59777 -6.69215  0.4188
H -3.87169 4.13768 -4.20466  0.4247
H -2.62694 1.60318 -3.50456  -0.1143
H -1.14053 0.91129 -5.84032  0.3582
N 5.41683 -0.59707 -2.91004  -0.0989
C 5.70547 -1.14568 -1.69806  -0.3607
C 6.04286 -0.17428 -0.76596  -0.9032
C 6.22437 1.05159 -1.61115  -0.7879
C 5.84640 0.75563 -2.93367  -0.8647
H 5.10804 -1.19936 -3.72232  0.2624
H 5.41706 -2.17662 -1.52857  0.4536
H 6.25774 -0.45553 0.07991  1.1336
H 6.62010 1.88853 -1.21259  0.5541
H 6.00786 1.13264 -3.84016  0.5539
N -2.36574 -2.32716 3.17900  -0.0197
C -3.32422 -2.68172 2.26814  -0.7438
C -2.90270 -3.88312 1.65854  -0.5846
C -1.68820 -4.36144 2.53439  -0.1618
C -1.46052 -3.32409 3.43478  -0.3499
H -2.41576 -1.33269 3.76013  0.4039
H -4.14288 -1.91110 2.10630  0.5153
H -3.30830 -4.54746 0.87050  0.4459
H -1.25056 -5.50830 2.74044  0.3008
H -0.73893 -3.09490 4.33647  0.2566
N -6.42229 -1.26125 -2.65722  0.0288
C -6.24182 -1.83333 -1.36682  -0.6627
C -4.97410 -1.64953 -1.12831  -0.3580
C -4.36804 -0.75842 -2.32311  0.0685
C -5.43377 -0.64067 -3.22227  -0.6697
H -7.34594 -1.39991 -2.98477  0.1756
H -6.99501 -2.54815 -0.94810  0.3052
H -4.50154 -1.89858 -0.18635  0.3857
H -3.39873 -0.27945 -2.63145  0.2014
H -5.70670 -0.11156 -4.19496  0.3899
N 0.66295 5.54295 2.98064  -0.0874
C 1.01327 6.30316 1.86637  -0.5148
C 1.08891 5.50265 0.79814  -0.8457
C 0.73456 4.09228 1.36842  0.8810
C 0.63854 4.16647 2.64385  -0.7064
H 0.66382 5.86119 4.01183  0.2629
H 1.02941 7.32691 2.08385  0.4647
H 1.42456 5.86977 -0.19750  0.3326
H 0.74138 3.11416 0.86353  0.0277
H 0.45493 3.42969 3.53777  0.2395
N 2.95931 1.29216 -1.81432  0.3708
C 2.06082 0.72784 -2.62568  -0.3702
C 1.04775 1.63002 -2.78405  -0.2407
C 1.36460 2.82787 -1.93552  -0.7536
C 2.57414 2.48906 -1.30638  -0.6647
H 3.89216 0.91309 -1.72886  0.4156
H 2.46222 -0.15956 -3.07704  0.5264
H 0.17494 1.58181 -3.54979  -0.0724
H 0.77894 3.70435 -1.70292  0.5167
H 3.28500 3.11435 -0.70058  0.3480

Cartesian forces, eV/Å:
C 3.558 1.476 -1.155
O -0.628 -0.902 2.463
C 1.751 -5.033 0.707
C -0.672 -0.717 5.961
N 2.789 0.566 -4.832
H 0.226 0.909 2.396
H -1.472 -0.802 1.847
C -0.309 -5.334 -0.679
C -2.809 1.606 -1.635
O -0.291 0.647 -0.748
C -1.854 2.010 0.504
H -1.457 0.059 0.308
H -1.975 -0.377 0.040
H -0.061 -0.552 0.099
H -0.810 1.888 -1.151
H -0.881 2.783 -3.116
H 0.846 -0.424 -2.668
H -0.481 0.963 -1.356
H 0.464 1.848 0.914
H 1.320 0.736 -0.670
H 2.041 2.130 2.048
H -1.515 -1.213 0.894
H 1.709 -0.383 0.054
H 0.969 -0.991 0.150
H -0.385 -0.609 -0.265
N -0.610 2.928 -3.907
C 0.616 5.025 -1.816
C 0.047 -0.869 0.295
C 0.638 -7.202 -0.089
C -0.173 0.197 2.176
H 0.015 0.037 -0.035
H 0.088 -2.118 3.329
H -0.646 0.264 0.732
H 0.070 1.535 -0.489
H -0.076 0.162 -0.258
N -0.494 0.142 0.682
C -0.754 -0.613 -1.815
C -0.481 1.384 -1.749
C 2.227 -0.893 2.724
C 1.335 -0.246 0.106
H -1.742 -0.966 -0.421
H 0.531 1.177 -0.328
H 1.209 0.467 0.500
H -1.424 -0.437 0.048
H -0.326 -0.051 0.048
N 1.157 0.564 1.961
C -0.244 -1.440 0.070
C 2.481 -0.929 -4.470
C -0.635 -1.102 4.927
C -2.195 0.274 -2.694
H 0.194 0.579 0.922
H -0.498 -0.129 0.102
H -0.134 -0.163 0.997
H 0.683 1.415 -2.426
H -0.810 0.913 0.597
N 0.736 -0.159 -1.283
C -1.693 0.220 0.867
C -1.719 2.697 -11.995
C -1.538 -4.267 -0.811
C -0.357 -3.317 5.129
H 0.803 1.468 1.340
H 0.234 0.052 0.074
H 2.338 -1.827 9.026
H 1.121 2.852 0.734
H 0.319 2.223 -3.158
N -0.710 3.521 2.652
C 0.410 0.199 -1.569
C 1.703 -0.926 2.457
C -1.042 -1.016 0.292
C 1.045 0.261 0.993
H 0.184 -3.862 -2.016
H 1.108 -1.500 -0.180
H -0.096 0.947 0.772
H -1.228 3.549 -1.141
H -1.400 -0.988 -2.153
N -5.091 -2.776 2.656
C -1.990 -0.554 -3.074
C 5.013 2.980 -0.730
C -0.689 -0.807 0.157
C 1.844 1.135 -0.101
H -0.594 0.398 -1.070
H 0.768 1.227 -0.367
H 0.386 -0.062 -0.343
H -0.930 -0.943 1.294
H 1.249 -0.724 1.500
N 0.525 -0.425 2.660
C -0.983 -1.270 2.190
C -0.264 -2.196 -0.363
C 1.908 0.085 -5.894
C -1.446 1.494 6.457
H 0.071 -0.510 -2.785
H 0.447 1.380 -0.502
H -0.657 -0.865 0.807
H 0.035 0.888 -0.223
H 0.354 1.354 -2.317
N 1.657 -0.031 1.761
C 0.219 0.493 -0.536
C -2.273 1.944 -0.855
C 0.739 -2.703 -0.035
C -0.183 1.448 -0.775
H -0.094 0.136 0.361
H -0.839 -0.363 -0.556
H 1.640 -0.021 1.776
H -0.105 -0.128 -0.348
H -1.053 -0.894 -0.606

Properties
- Multiplicity: 1
- Charge: +1

This record from the Open Molecules 2025 dataset describes 2 unconnected molecules or ions with the total composition C7H12. The level of theory is ωB97M-V/def2-TZVPD.

Last column: Mulliken charge in e.
CARTESIAN COORDINATES (ANGSTROEM)
C -0.95940 -0.04497 1.01900  -0.5996
C -1.77209 1.23232 0.50960  -0.5437
C -2.08762 0.81997 -0.84436  -0.6755
C -2.42259 -0.78360 -0.64299  -0.6774
C -1.17818 -1.15870 0.12631  -0.4419
H 0.09508 -0.00840 1.31707  0.3632
H -1.40765 -0.35655 1.96703  0.2176
H -1.19701 2.00923 0.55307  0.3816
H -2.80660 1.16882 1.21119  0.2064
H -1.35172 0.88134 -1.60004  0.3330
H -2.95341 1.40040 -1.18741  0.3253
H -2.87840 -1.37120 -1.49238  0.3175
H -3.23051 -0.87791 0.07184  0.2630
H -0.31713 -1.30491 -0.57549  0.2401
H -1.35188 -2.10995 0.68051  0.2896
C 4.98735 0.55284 -0.26832  -0.2493
C 4.69101 -0.53241 -0.04899  -0.4066
H 5.66145 1.49328 -0.29270  0.2864
H 4.18682 -1.43689 0.24575  0.3703

Cartesian forces, eV/Å:
C 0.098 1.217 3.238
C -3.214 -6.356 2.904
C -3.751 -2.257 -1.292
C -0.903 1.695 -0.841
C 0.222 -3.110 -2.537
H -0.002 0.903 -0.450
H -0.100 0.323 0.197
H 2.728 5.097 0.806
H 2.870 1.022 -1.987
H 1.244 0.285 -0.504
H 0.013 -0.328 -0.344
H 1.435 0.601 0.376
H -0.447 0.467 0.420
H -0.606 -0.044 0.456
H 0.420 0.486 -0.443
C 4.580 8.441 -1.001
C -3.007 -6.623 1.588
H -2.043 -2.035 -0.251
H 0.463 0.217 -0.336

Properties
- Multiplicity: 1
- SMILES string: C1CCCC1.C#C
- Charge: 0

| no. | gap between HOMO and LUMO (eV) | electronic energy (Ha) | maximum force (eV/Å) |
| --- | --- | --- | --- |
| 1 | 10.0 | -344.459819 | 4.000 |
| 2 | 8.1 | -2124.124506 | 12.414 |
| 3 | 11.6 | -273.751249 | 9.655 |